Record 1
{
  "formula": "CH5N4S",
  "method": "ωB97M-V with the def2-TZVPD basis set",
  "charge": 1,
  "max_force_ev_per_a": 3.5,
  "homo_lumo_gap_ha": [0.2746, 0.2746],
  "multiplicity": 1,
  "homo_energy_ev": [-13.534, -13.535],
  "species": ["C", "N", "N", "N", "N", "S", "H", "H", "H", "H", "H"],
  "coordinates": [[-1.36271, -0.46874, 0.06946], [-0.92638, 1.94893, -0.12412], [-1.06578, 0.78650, 0.30168], [-0.51941, -1.52774, 0.19618], [0.84504, -1.15926, 0.07103], [-3.02714, -0.33772, 0.10006], [-1.07614, 2.77914, 0.52876], [-0.77542, -2.46832, 0.01248], [1.18042, -0.56808, 0.93117], [1.51737, -1.91867, -0.03193], [-1.05642, 2.22522, -1.17898]],
  "forces_ev_per_a": [[-0.44, -3.35, -0.52], [-0.71, 2.00, -2.50], [0.42, 1.58, 1.96], [0.56, 3.49, -0.27], [1.49, 1.84, 1.81], [0.34, -0.18, -0.15], [0.53, -1.76, -0.67], [-0.67, -0.70, -0.04], [-1.08, -1.74, -1.83], [-0.78, -0.19, 0.00], [0.34, -1.00, 2.20]],
  "mulliken_charge": [0.3648, -0.2601, 0.0857, 0.1047, -0.6235, -0.1395, 0.3344, 0.2661, 0.2879, 0.2760, 0.3034]
}



Record 2
{
  "formula": "CH5NO",
  "method": "ωB97M-V with the def2-TZVPD basis set",
  "charge": 0,
  "max_force_ev_per_a": 3.2,
  "homo_lumo_gap_ha": 0.3971,
  "multiplicity": 1,
  "smiles": "C=N.O",
  "homo_energy_ev": -9.678,
  "species": ["C", "N", "H", "H", "H", "O", "H", "H"],
  "coordinates": [[-1.59787, 0.12800, -0.43878], [-1.06953, -0.24968, 0.64724], [-1.37746, -0.65877, -1.24672], [-2.25148, 0.92716, -0.72256], [-1.06189, 0.27185, 1.52108], [2.40436, 0.17984, -0.14105], [2.87709, -0.62543, -0.37495], [2.07678, 0.02701, 0.75574]],
  "forces_ev_per_a": [[1.11, -2.97, -0.36], [0.55, -0.03, -0.08], [-0.63, 1.45, 0.62], [-0.19, 0.92, 0.32], [-0.82, 0.63, -0.46], [0.04, 0.00, 0.21], [-0.06, 0.03, 0.04], [0.00, -0.03, -0.30]],
  "mulliken_charge": [-0.2010, -0.4525, 0.1796, 0.2760, 0.2068, -0.6453, 0.3165, 0.3198]
}



Record 3
{
  "formula": "CH5NO2",
  "method": "ωB97M-V with the def2-TZVPD basis set",
  "charge": 0,
  "max_force_ev_per_a": 2.1,
  "homo_lumo_gap_ha": 0.4099,
  "multiplicity": 1,
  "smiles": "NC=O.O",
  "homo_energy_ev": -10.358,
  "species": ["N", "C", "O", "H", "H", "H", "O", "H", "H"],
  "coordinates": [[-0.39460, -1.82260, -0.32958], [-0.15318, -0.48825, -0.22225], [0.85808, -0.09843, 0.32833], [-0.05032, -2.31753, 0.48117], [-1.21977, -2.15436, -0.80375], [-0.77629, 0.16410, -0.89978], [0.42942, 2.55013, 0.32216], [1.03442, 1.92469, -0.09738], [0.27225, 2.24225, 1.22108]],
  "forces_ev_per_a": [[-0.59, 0.26, 0.56], [1.09, -0.01, -1.83], [-0.60, 0.15, 0.48], [0.03, -0.48, -0.36], [-0.04, 0.02, 0.29], [0.23, -0.32, 0.82], [-0.18, 0.76, -0.25], [-0.22, -0.13, 0.58], [0.28, -0.23, -0.30]],
  "mulliken_charge": [-0.3874, 0.2393, -0.5974, 0.2546, 0.2329, 0.2650, -0.6473, 0.3332, 0.3071]
}



Record 4
{
  "formula": "CH5NO2S",
  "method": "ωB97M-V with the def2-TZVPD basis set",
  "charge": 0,
  "max_force_ev_per_a": 3.5,
  "homo_lumo_gap_ha": [0.2994, 0.2862],
  "multiplicity": 1,
  "homo_energy_ev": [-9.568, -9.459],
  "species": ["C", "N", "O", "O", "S", "H", "H", "H", "H", "H"],
  "coordinates": [[1.35809, -0.58368, 0.20844], [-0.31432, 1.05591, -0.64773], [-0.81977, -0.07849, 1.61825], [-1.50402, 1.57368, -1.16008], [-0.42497, -0.26880, 0.22817], [1.82824, -0.19716, 1.04445], [1.37273, -1.68806, 0.19195], [1.81045, -0.13096, -0.71048], [-1.79362, 2.24084, -0.53763], [-1.51282, -1.92328, -0.23534]],
  "forces_ev_per_a": [[-0.91, -1.71, -2.88], [-0.24, -1.54, -1.07], [-0.53, -0.85, -0.29], [-0.11, 0.01, -0.06], [-0.01, 0.94, 0.81], [0.44, 0.73, 1.93], [0.58, 0.47, 0.01], [-0.67, -0.65, 0.76], [-0.27, 0.25, 0.44], [1.73, 2.35, 0.34]],
  "mulliken_charge": [-0.7156, -0.3199, -0.5529, -0.4024, 0.5729, 0.3428, 0.2675, 0.3027, 0.3439, 0.1610]
}



Record 5
{
  "formula": "CH5NO2S",
  "method": "ωB97M-V with the def2-TZVPD basis set",
  "charge": 0,
  "max_force_ev_per_a": 4.9,
  "homo_lumo_gap_ha": [0.3027, 0.3970],
  "multiplicity": 3,
  "s_squared": 2.01,
  "homo_energy_ev": [-7.740, -10.543],
  "species": ["C", "N", "O", "O", "S", "H", "H", "H", "H", "H"],
  "coordinates": [[0.28931, 0.61637, 1.73877], [-0.99528, -1.76519, -2.03945], [0.69560, 0.18750, -0.88601], [-0.16334, -1.33230, -2.82258], [-0.35787, -0.20664, 0.11335], [0.05959, -0.08040, 2.41877], [1.36963, 0.66677, 1.70086], [-0.06828, 1.58155, 2.07008], [0.31544, -0.52265, -2.25055], [-1.14480, 0.85500, -0.04323]],
  "forces_ev_per_a": [[0.66, 0.98, -2.60], [-3.10, -1.82, 2.35], [0.55, -0.66, -1.08], [3.47, 3.05, -1.49], [1.13, 2.01, 1.67], [-0.94, -2.53, 2.88], [0.23, -0.10, -0.53], [-0.51, 0.21, -0.60], [-0.25, -1.25, -0.70], [-1.23, 0.10, 0.08]],
  "lowdin_spin": [0.0310, 1.3983, -0.0025, 0.4946, 0.0348, 0.0007, 0.0010, 0.0023, 0.0395, 0.0005]
}



Record 6
{
  "formula": "CH5NO2Si",
  "method": "ωB97M-V with the def2-TZVPD basis set",
  "charge": 0,
  "max_force_ev_per_a": 5.7,
  "homo_lumo_gap_ha": [0.3170, 0.2733],
  "multiplicity": 3,
  "s_squared": 2.01,
  "homo_energy_ev": [-7.783, -10.974],
  "species": ["C", "N", "O", "O", "Si", "H", "H", "H", "H", "H"],
  "coordinates": [[-1.79540, 0.43427, 0.08332], [3.20891, 0.40082, 0.15078], [3.35366, -0.72460, 0.17352], [1.17038, 0.64104, 0.00336], [-0.00593, -0.38870, -0.17859], [-1.66873, 1.21182, -0.52944], [-2.78410, -0.01164, 0.12719], [-1.70990, 0.85910, 1.18716], [0.07917, -0.93096, -1.64998], [0.15194, -1.49115, 0.63266]],
  "forces_ev_per_a": [[1.92, -1.86, 4.99], [1.47, 1.38, 0.00], [0.35, -1.67, 0.06], [0.09, 2.46, 0.09], [-4.32, -1.29, -2.16], [-0.36, 3.32, -2.48], [0.33, -0.58, -0.75], [0.04, -0.58, -2.08], [0.16, 0.64, 0.92], [0.31, -1.81, 1.40]],
  "lowdin_spin": [0.0436, 0.6168, 0.3931, 0.7496, 0.1105, -0.0001, 0.0036, -0.0015, 0.0853, -0.0009]
}



Record 7
{
  "formula": "CH5NO3",
  "method": "ωB97M-V with the def2-TZVPD basis set",
  "charge": 0,
  "max_force_ev_per_a": 2.9,
  "homo_lumo_gap_ha": 0.4026,
  "multiplicity": 1,
  "smiles": "NC(=O)O.O",
  "homo_energy_ev": -10.704,
  "species": ["N", "C", "O", "O", "H", "H", "H", "O", "H", "H"],
  "coordinates": [[-0.74907, 0.13011, -1.32570], [-0.82930, 0.19687, 0.02887], [0.03049, 0.38553, 0.85800], [-2.11676, 0.32089, 0.45449], [-1.46138, -0.11354, -1.96969], [0.20722, 0.21008, -1.68793], [-2.83428, 0.07219, -0.13913], [2.89798, -0.15889, 1.12064], [2.86146, -1.10138, 1.28848], [1.99363, 0.05812, 1.37197]],
  "forces_ev_per_a": [[2.91, 0.00, 0.07], [-1.58, 1.53, 0.49], [0.07, -0.66, -1.11], [-0.45, -0.50, 0.89], [-0.62, -0.12, -0.04], [-0.79, -0.25, 0.12], [0.43, 0.00, -0.32], [-0.20, -0.24, 0.20], [0.50, -0.39, -0.07], [-0.27, 0.63, -0.24]],
  "mulliken_charge": [-0.3696, 0.6474, -0.5571, -0.4788, 0.1776, 0.2339, 0.3023, -0.6270, 0.2995, 0.3717]
}



Record 8
{
  "formula": "CH5NO3",
  "method": "ωB97M-V with the def2-TZVPD basis set",
  "charge": 0,
  "max_force_ev_per_a": 2.4,
  "homo_lumo_gap_ha": 0.4093,
  "multiplicity": 1,
  "smiles": "NC(=O)O.O",
  "homo_energy_ev": -10.715,
  "species": ["N", "C", "O", "O", "H", "H", "H", "O", "H", "H"],
  "coordinates": [[-0.07980, -1.02439, 0.45837], [-0.71422, -0.00542, -0.25496], [-0.33376, 1.12628, -0.25520], [-1.82416, -0.37126, -0.94100], [-0.44484, -1.92922, 0.22984], [0.88875, -0.78479, 0.59400], [-2.01927, -1.29469, -0.74065], [2.30312, 0.43280, 0.72434], [1.94425, 1.09614, 0.11659], [1.94308, 0.66794, 1.58600]],
  "forces_ev_per_a": [[-1.86, 1.13, -0.99], [0.31, -0.99, 0.69], [0.19, 0.86, -0.27], [0.01, -0.15, 0.25], [0.83, -0.48, 0.24], [0.57, -0.56, 0.13], [-0.22, 0.09, -0.21], [0.25, -0.03, 0.00], [-0.15, -0.09, 0.18], [0.06, 0.23, -0.02]],
  "mulliken_charge": [-0.3841, 0.6310, -0.5555, -0.4434, 0.1852, 0.3140, 0.2837, -0.7231, 0.3461, 0.3461]
}